<P>
The following is a quantum chemistry calculation of a 2-piece molecular cluster, C3H8OS overall, from the Open Molecules 2025 dataset.

For the HOMO energy, the calculation gives -9.05 eV. Its HOMO-LUMO gap is 10.040 eV.

Geometry as ORCA input:
```
! wB97M-V def2-TZVPD RIJCOSX def2/J DEFGRID3
* xyz 0 1
C 1.000 -0.653 -1.886
C 2.042 -1.460 -1.901
O 3.350 -1.039 -1.965
H -0.028 -0.993 -1.885
H 1.067 0.426 -1.949
H 1.954 -2.532 -1.783
H 3.465 -0.515 -2.763
C -2.624 1.142 2.464
S -1.179 1.507 1.429
H -2.722 1.833 3.296
H -3.517 1.214 1.856
H -2.527 0.136 2.855
H -0.282 0.934 2.232
*
```

Atomic partial charges in e from the Mulliken method, atoms 1 to 2: -0.66, 0.10

=====

<Q>
The following is a quantum chemistry calculation of a 2-piece molecular cluster, C3H8OS overall, from the Open Molecules 2025 dataset.

For the HOMO energy, the calculation gives -8.51 eV. Its HOMO-LUMO gap is 9.286 eV.

Geometry as ORCA input:
```
! wB97M-V def2-TZVPD RIJCOSX def2/J DEFGRID3
* xyz 0 1
C 0.534 2.548 -1.489
O 0.991 1.903 -2.381
H -0.290 3.277 -1.659
H 0.817 2.476 -0.436
C 0.513 -0.226 0.001
S -0.352 -0.812 1.509
C -1.166 -2.279 0.711
H -0.241 0.243 -0.626
H 1.268 0.469 0.350
H 1.004 -0.976 -0.615
H -0.959 -3.147 1.346
H -0.712 -2.491 -0.239
H -2.218 -2.047 0.818
*
```

Atomic partial charges in e from the Mulliken method, atoms 1 to 2: -0.09, -0.38

=====

Which one sits at the bottom of the stability order? <Q> does.

=====

<P>
The following is a quantum chemistry calculation of C3H8OS as an isolated structure, from the Open Molecules 2025 dataset.

For the HOMO energy, the calculation gives -8.57 eV. Its HOMO-LUMO gap is 9.344 eV.

Geometry as ORCA input:
```
! wB97M-V def2-TZVPD RIJCOSX def2/J DEFGRID3
* xyz 0 1
C 1.215 0.384 0.685
C -1.463 0.032 -0.448
C -0.223 -0.748 -0.103
O -0.410 -1.778 0.863
S 0.565 -1.354 -1.613
H 2.277 0.166 0.507
H 1.247 1.352 0.277
H 1.075 0.115 1.804
H -1.280 0.784 -1.229
H -1.670 0.509 0.538
H -2.312 -0.552 -0.946
H -0.074 -1.436 1.746
H 1.192 -2.322 -0.984
*
```

Atomic partial charges in e from the Mulliken method, atoms 1 to 2: -0.92, -1.11

=====

<Q>
The following is a quantum chemistry calculation of a 2-piece molecular cluster, C3H8OS overall, from the Open Molecules 2025 dataset.

For the HOMO energy (alpha / beta), the calculation gives -8.40 / -8.40 eV. Its HOMO-LUMO gap (alpha / beta) is 7.902 / 7.905 eV.

Geometry as ORCA input:
```
! wB97M-V def2-TZVPD RIJCOSX def2/J DEFGRID3
* xyz 0 1
C 0.632 1.138 0.257
C -0.099 1.315 1.528
C -0.654 -1.606 -1.037
O 1.793 -1.257 0.146
S 0.739 -0.443 -0.406
H -0.551 2.057 -1.119
H -1.140 1.527 1.855
H 0.240 0.628 2.256
H 0.272 2.355 1.790
H -1.166 -2.115 -0.241
H -1.228 -1.025 -1.740
H -0.022 -2.404 -1.580
H 1.184 -0.170 -1.709
*
```

Atomic partial charges in e from the Mulliken method, atoms 1 to 2: -0.36, -0.88

=====

<R>
The following is a quantum chemistry calculation of one molecule with the formula C3H8OS, from the Open Molecules 2025 dataset.

For the HOMO energy, the calculation gives -8.82 eV. Its HOMO-LUMO gap is 9.627 eV.

Geometry as ORCA input:
```
! wB97M-V def2-TZVPD RIJCOSX def2/J DEFGRID3
* xyz 0 1
C -1.683 -0.547 -0.079
C -0.358 0.109 0.345
S -0.441 1.978 -0.136
C 1.010 -0.417 -0.347
O 2.112 0.500 -0.010
H -1.607 -1.627 0.082
H -2.336 -0.122 0.651
H -2.010 -0.493 -1.125
H -0.184 0.057 1.439
H 0.977 2.035 -0.075
H 1.390 -1.495 -0.223
H 0.731 -0.390 -1.433
H 2.398 0.412 0.912
*
```

Atomic partial charges in e from the Mulliken method, atoms 1 to 2: -1.27, 0.13

=====

Which one sits at the bottom of the stability order? <Q> does.